Here is a molecular structure, C25H18ClFNO4PRe from OMol25. Energies are from the ωB97M-V functional and the def2-TZVPD basis.

Geometry (Å):
Re: -1.19 0.18 -0.82
Cl: -1.49 -0.74 1.35
C: -2.00 -2.44 0.94
C: -2.70 -3.10 1.92
C: -3.15 -4.39 1.61
C: -2.91 -4.94 0.36
C: -2.20 -4.23 -0.60
C: -1.72 -2.95 -0.32
P: -0.73 -2.04 -1.51
C: 1.00 -2.31 -1.18
C: 1.96 -1.59 -1.89
C: 3.31 -1.83 -1.66
C: 3.69 -2.77 -0.71
C: 2.74 -3.48 0.00
C: 1.39 -3.26 -0.23
C: -1.19 -2.44 -3.17
C: -0.28 -3.09 -4.01
C: -0.66 -3.42 -5.30
C: -1.93 -3.11 -5.75
C: -2.84 -2.47 -4.92
C: -2.48 -2.13 -3.63
H: -2.91 -2.65 2.88
H: -3.70 -4.94 2.35
H: -3.27 -5.93 0.13
H: -2.02 -4.66 -1.58
H: 1.67 -0.87 -2.65
H: 4.05 -1.28 -2.22
H: 4.74 -2.95 -0.53
H: 3.04 -4.22 0.73
H: 0.65 -3.83 0.33
H: 0.72 -3.34 -3.66
H: 0.04 -3.92 -5.96
H: -2.22 -3.36 -6.76
H: -3.83 -2.23 -5.28
H: -3.20 -1.64 -2.98
O: 1.30 2.64 -2.58
C: 1.25 2.29 -1.47
O: 0.27 1.11 -1.25
C: 1.89 2.71 -0.24
C: 2.61 3.91 -0.30
C: 3.26 4.38 0.83
C: 3.18 3.63 1.98
C: 2.48 2.43 2.07
C: 1.83 1.97 0.95
N: 3.87 4.12 3.20
O: 4.49 5.15 3.09
O: 3.74 3.46 4.21
H: 2.65 4.46 -1.23
H: 3.82 5.30 0.82
H: 2.47 1.89 3.01
H: 1.31 1.02 0.99
F: -3.00 0.19 -1.09

Values from the calculation:
HOMO-LUMO gap (alpha / beta), Ha: 0.2517 / 0.2653
Highest occupied orbital energy (alpha / beta), eV: -15.465 / -15.489
Multiplicity: 2
LUMO energy (alpha / beta), eV: -8.62 / -8.27
Energy above the lowest of the compared OMol25 structures with the same formula, charge and spin, kJ/mol: 96.9
Net charge: +2

Results of the Mulliken charge analysis, in e, for atoms 1 through 8:
1 Re 0.7049
2 Cl -0.2478
3 C 1.0503
4 C -0.8027
5 C -0.4684
6 C -0.8674
7 C -0.3188
8 C 0.1623